Computed, not measured: a structure of composition C68H118F15N16O10 in a non-equilibrium geometry, with the ωB97M-V functional and the def2-TZVPD basis.

Geometry as XYZ:
```
227
Properties=species:S:1:pos:R:3:forces:R:3:mulliken_charge:R:1
C -5.330 -6.349 2.697 0.0514 1.0961 -0.1559 -1.349
C -4.321 -5.622 1.825 1.4678 0.6322 -0.5123 0.092
N -2.876 -6.150 1.793 -2.4931 0.8457 0.0811 0.773
C -2.542 -7.405 1.429 -3.7312 -1.1165 -0.4117 -0.543
C -1.278 -7.623 1.635 2.2474 0.1791 -0.1773 -0.862
N -0.800 -6.390 2.007 4.0945 0.7006 1.1673 0.388
C -1.779 -5.518 2.153 -0.2792 0.3572 0.2488 -0.767
C 0.679 -6.055 2.338 -1.9037 -0.6834 -0.4312 -0.300
H -6.211 -5.691 2.592 0.1311 -0.3798 0.2868 0.413
H -5.019 -6.337 3.749 -0.1002 -0.2735 -0.3109 0.270
H -5.633 -7.318 2.338 0.1573 -0.4770 0.0239 0.414
H -4.213 -4.597 2.214 0.0097 -0.3590 -0.2497 -0.152
H -4.611 -5.534 0.758 -0.0294 -0.1791 0.6335 0.345
H -3.309 -8.066 1.101 -0.2780 -0.4318 -0.0949 0.622
H -0.732 -8.543 1.517 0.3788 0.3184 0.0235 0.595
H -1.743 -4.523 2.596 0.2891 -0.3649 -0.1740 0.472
H 0.720 -5.891 3.401 0.0793 0.1061 0.4030 0.078
H 0.958 -5.147 1.799 0.0049 -0.4205 -0.0185 0.014
H 1.269 -6.942 2.079 -0.1378 0.4118 -0.0900 0.365
C 2.947 2.273 -0.569 -0.5573 -0.1583 -0.0813 0.673
C 3.936 2.737 0.491 -1.0066 -0.5449 0.0915 -0.863
N 4.041 4.200 0.738 -0.1075 -3.4406 -1.2581 0.352
C 3.758 4.766 1.916 -0.3959 -0.6948 0.9272 -0.458
C 3.861 6.063 1.721 0.1497 2.5310 -0.4367 -0.559
N 4.246 6.249 0.410 -0.0258 3.3243 0.2844 0.174
C 4.301 5.116 -0.176 0.5721 -2.4872 -0.2877 -0.253
C 4.327 7.554 -0.291 -0.7472 -0.3473 -0.0420 -0.674
H 1.953 2.671 -0.422 -0.0496 0.1947 0.1611 -0.618
H 2.816 1.186 -0.525 0.2081 0.0177 0.2933 -0.217
H 3.208 2.468 -1.594 0.4398 0.4559 -0.5217 0.473
H 4.883 2.265 0.264 0.5557 0.3356 0.3493 0.275
H 3.502 2.312 1.403 0.5706 0.2156 0.1461 0.254
H 3.465 4.215 2.774 -0.2081 -0.3266 0.4296 0.662
H 3.604 6.918 2.301 0.0825 0.1989 0.5109 0.422
H 4.615 4.824 -1.147 -0.0230 0.4345 -0.7145 0.481
H 4.160 8.341 0.450 0.1143 -0.1303 -0.3481 0.307
H 3.515 7.513 -1.022 -0.0118 0.4603 0.1984 0.267
H 5.253 7.691 -0.843 0.2110 -0.1509 0.4021 0.304
C -1.852 -4.276 -4.435 -0.4564 -0.0281 -0.4593 -1.527
C -0.803 -3.629 -3.572 0.7722 -0.0839 0.6233 0.614
N 0.596 -4.113 -3.813 -0.5733 0.3598 -0.6058 0.439
C 1.576 -4.312 -2.878 -1.8144 0.6937 1.3173 -0.052
C 2.667 -4.737 -3.497 1.5869 0.6872 -0.2964 -0.788
N 2.398 -4.629 -4.818 1.5539 -1.4426 -3.2376 0.145
C 1.126 -4.327 -5.001 -0.2471 -0.1919 -0.1513 -0.140
C 3.408 -4.883 -5.922 0.0213 0.0796 1.0059 -0.898
H -2.813 -3.884 -4.109 -0.0326 0.1602 0.0868 0.241
H -1.953 -5.366 -4.351 0.4453 0.2722 0.0186 0.339
H -1.765 -3.983 -5.489 0.0822 -0.1994 0.1122 0.472
H -0.918 -3.910 -2.533 -0.5335 0.3425 0.1667 -0.039
H -0.807 -2.525 -3.669 -0.0343 -0.6272 0.1634 -0.049
H 1.439 -3.903 -1.903 0.1385 -0.2189 1.1041 0.174
H 3.672 -4.899 -3.162 0.0421 -0.1312 0.2459 0.470
H 0.581 -4.418 -5.915 -0.0077 0.2873 -0.3649 0.536
H 3.121 -4.448 -6.866 -0.5803 0.2956 -0.0332 0.364
H 3.592 -5.945 -6.122 -0.1466 0.2065 0.5012 0.315
H 4.333 -4.373 -5.611 -0.2843 -0.4122 -0.0658 0.330
C 1.799 2.476 8.398 0.9421 -1.0648 -0.7894 -1.019
C 2.510 1.475 7.490 -0.3099 -2.0486 -0.9593 -0.670
N 1.838 0.138 7.120 0.2411 2.7566 -0.0244 0.181
C 1.429 -0.883 7.910 0.0937 -0.8762 0.8142 -1.065
C 0.742 -1.763 7.127 0.5765 1.0439 -0.5575 -0.065
N 0.747 -1.194 5.864 -0.1836 0.1007 -0.5860 0.459
C 1.398 -0.048 5.893 0.1400 -0.0117 0.1386 -0.468
C 0.079 -1.701 4.681 -1.1029 -0.4433 -0.4470 2.886
H 0.856 2.839 7.989 0.0453 -0.2491 0.1815 0.269
H 2.550 3.257 8.378 -0.1732 0.6184 0.4232 0.338
H 1.779 2.038 9.391 -0.5103 0.3212 0.1942 0.367
H 3.443 1.090 7.883 0.3419 0.5544 0.5340 0.571
H 2.741 1.878 6.500 -0.1718 0.2470 0.2076 0.257
H 1.780 -0.916 8.930 -0.3884 -0.2109 -0.0061 0.437
H 0.287 -2.722 7.198 -0.5366 -0.8349 0.6556 0.550
H 1.581 0.656 5.110 -0.3800 0.0366 -0.4118 0.763
H -0.244 -2.728 4.851 0.3416 0.0405 0.0349 -1.506
H 0.707 -1.635 3.794 0.1980 0.0416 0.2508 -0.624
H -0.871 -1.178 4.444 0.8358 0.0516 0.4564 -0.687
C -4.929 -0.208 2.382 -0.1249 -1.2539 0.9382 -0.730
C -5.579 0.678 1.361 -0.2747 0.3298 0.3625 0.472
N -4.884 1.922 1.009 -0.6940 0.4978 0.6393 0.576
C -4.041 2.090 -0.044 0.6819 -1.4278 -0.8265 -0.606
C -3.659 3.363 -0.151 -1.1431 1.8036 1.9650 -0.855
N -4.364 4.001 0.908 0.1228 0.1350 -0.7460 0.277
C -5.091 3.123 1.572 0.5955 -0.6814 -0.6830 0.011
C -4.395 5.459 1.129 -1.0909 -1.0183 -0.5862 -0.870
H -3.893 -0.466 2.214 0.3673 0.2569 -0.3553 -0.315
H -5.463 -1.168 2.278 0.1092 0.2071 0.1781 0.507
H -5.018 0.057 3.453 -0.0662 0.3709 -0.6666 0.506
H -6.557 0.971 1.749 -0.0424 0.0110 -0.2357 0.604
H -5.716 0.114 0.446 0.0551 0.1614 -0.2266 -1.085
H -3.778 1.254 -0.662 0.0199 -0.3354 -0.1593 0.496
H -3.030 4.023 -0.744 0.3615 -0.2724 -0.5891 0.659
H -5.745 3.339 2.392 -0.1111 -0.0259 0.1905 0.441
H -4.265 5.889 0.131 0.4155 0.3242 0.4799 0.324
H -3.632 5.644 1.858 0.3653 0.8240 0.1891 0.258
H -5.414 5.717 1.479 0.7508 0.0068 0.0239 0.374
C 8.865 -1.646 1.326 -0.0893 0.2953 -0.2875 -1.091
C 7.931 -0.432 1.273 0.7879 0.3672 0.3161 -0.618
N 6.521 -0.750 1.099 1.6977 0.7041 -1.0267 0.234
C 5.887 -0.940 -0.093 0.1464 -0.1458 -0.4833 -1.602
C 4.597 -1.194 0.187 -0.2030 -0.6606 -1.0122 -0.109
N 4.492 -1.176 1.518 -0.8899 0.2824 1.4714 0.355
C 5.651 -0.840 2.053 -1.0668 -0.6138 1.2444 -0.044
C 3.307 -1.515 2.292 -0.7650 -0.0396 0.2522 -0.450
H 8.429 -2.399 1.976 0.1069 -0.1166 0.0987 0.336
H 9.802 -1.295 1.758 -0.0084 -0.1708 0.0277 0.377
H 9.107 -2.103 0.363 -0.2593 0.1421 0.0297 0.326
H 8.206 0.318 0.506 -0.0605 -0.4632 0.4348 0.361
H 8.001 0.036 2.261 -0.0158 0.2025 -0.2882 0.349
H 6.401 -0.955 -1.022 0.3672 0.0932 -0.3868 0.662
H 3.757 -1.523 -0.385 -0.7182 -0.0888 -0.5374 0.731
H 5.776 -0.712 3.106 0.4114 0.0344 0.2748 0.518
H 3.591 -1.497 3.347 -0.1604 0.0154 -0.1177 0.271
H 2.971 -2.523 2.010 0.0253 0.4583 0.0128 0.234
H 2.500 -0.787 2.096 0.3392 -0.4060 0.0761 0.021
C 2.470 -0.561 -3.818 -0.1986 -0.6364 -0.7542 0.744
C 2.680 0.333 -5.031 0.6828 1.2826 -0.0726 -1.197
N 4.029 0.136 -5.685 -2.5563 0.2911 1.2048 0.178
C 4.331 -0.730 -6.693 -0.9632 0.0660 -0.1961 -0.242
C 5.653 -0.659 -6.851 1.7443 0.6606 0.2836 -0.706
N 6.134 0.248 -5.919 0.9454 0.0614 -0.4923 0.082
C 5.108 0.723 -5.244 1.0659 -0.4286 -0.3949 -0.017
C 7.565 0.697 -5.757 -1.4885 -0.5576 -0.1066 -0.803
H 1.754 -0.170 -3.105 -0.2034 0.1794 0.0632 -0.489
H 3.401 -0.711 -3.284 0.2238 0.0148 0.1522 0.308
H 2.103 -1.546 -4.133 0.1291 0.0637 0.1451 -0.300
H 2.677 1.400 -4.724 0.0274 -0.5790 -0.1605 0.261
H 1.953 0.271 -5.840 -0.1326 -0.3154 0.2019 0.488
H 3.536 -1.181 -7.260 0.1622 -0.3018 -0.0022 0.548
H 6.365 -1.041 -7.534 0.0952 -0.6415 -0.6318 0.533
H 5.236 1.454 -4.500 -0.3938 0.6646 0.8514 0.440
H 7.895 1.030 -6.742 0.2936 -0.1107 0.3032 0.370
H 8.097 -0.174 -5.361 0.2572 0.4851 -0.2169 0.342
H 7.533 1.529 -5.049 0.2973 -0.2095 -0.1717 0.275
C 0.067 3.672 -5.290 -0.3686 0.0704 0.7203 -0.704
C -1.272 3.429 -4.615 -1.0729 0.0939 0.1052 0.010
N -2.078 2.429 -5.323 -0.1408 -0.7373 0.4105 0.458
C -2.362 2.473 -6.651 -0.0314 -0.3206 -1.0627 -0.196
C -3.020 1.328 -6.964 -0.5938 0.5775 -0.8965 -0.866
N -3.231 0.682 -5.798 -0.3456 -2.4555 0.3045 0.180
C -2.646 1.317 -4.818 0.7641 1.0770 -0.2865 0.040
C -3.974 -0.600 -5.566 0.0713 1.0634 0.1130 -0.380
H 0.535 4.459 -4.687 0.1555 -0.2738 -0.4740 0.227
H -0.148 4.043 -6.290 0.4343 -0.0220 -0.0949 0.547
H 0.696 2.767 -5.320 -0.2071 0.3302 -0.0358 -0.127
H -1.903 4.318 -4.689 0.4251 0.2704 0.4482 0.263
H -1.278 3.111 -3.571 0.4267 0.3369 -0.0497 -0.265
H -2.160 3.287 -7.323 0.3454 0.1180 0.2497 0.449
H -3.421 0.987 -7.910 0.0178 0.0845 0.2397 0.494
H -2.662 0.908 -3.842 0.0959 -0.0161 1.1793 0.325
H -3.429 -1.484 -5.893 -0.0265 0.2996 -0.3677 0.253
H -4.911 -0.415 -6.052 -0.5205 -0.5909 -0.4764 0.469
H -4.145 -0.679 -4.489 0.2481 0.0546 0.1606 -0.179
C -1.011 5.957 -1.104 0.5514 -0.3216 -1.0927 0.495
O -0.861 7.395 -1.403 -0.0821 -0.6083 -1.0724 -0.503
O -1.903 5.198 -1.769 1.3245 1.4293 1.1547 -0.977
C 0.443 5.326 -1.324 -0.5254 -0.2782 0.0252 0.235
F 0.663 4.988 -2.591 0.2695 -0.0175 -1.2597 -0.086
F 1.583 5.945 -0.928 0.2974 1.6002 0.0738 -0.179
F 0.574 4.182 -0.643 -0.8571 -1.2827 0.7732 -0.251
C -0.946 7.788 -2.817 -0.1413 -0.4610 0.6153 0.317
C -0.047 9.001 -3.043 0.3556 0.4617 0.3672 -1.239
H -0.058 9.599 -2.128 0.0914 -0.0517 -0.0191 0.278
H 0.999 8.779 -3.289 -0.1471 -0.4434 0.3939 0.244
H -0.309 9.701 -3.836 -0.6765 -0.3103 -0.1508 0.403
H -2.000 7.981 -3.032 0.1378 0.2563 -0.0042 0.370
H -0.666 6.957 -3.467 0.0929 -0.0979 0.1014 -0.192
H -1.007 5.984 -0.001 -0.7120 0.0123 0.1919 0.010
C -1.023 -4.914 5.977 2.6193 -0.9373 -3.5395 -0.152
O -1.651 -4.196 4.822 -0.8519 -0.8069 -0.8397 0.480
O -0.977 -4.172 6.974 0.0370 -0.1023 2.0349 -0.881
C -1.633 -6.351 5.999 -1.3664 0.7766 0.0795 0.762
F -2.730 -6.306 6.704 -1.9239 -0.2598 1.4620 -0.275
F -2.022 -6.964 4.831 0.3268 0.8075 -1.0363 -0.201
F -0.847 -7.235 6.531 1.8051 -0.9827 1.1111 -0.307
C -2.989 -3.909 5.197 0.1025 0.3569 1.1018 -0.992
C -3.601 -2.773 4.406 -0.4152 -0.3397 -0.0302 -0.551
H -3.259 -1.769 4.692 0.0921 -0.3897 -0.1010 0.187
H -3.501 -2.911 3.323 0.1997 0.1507 0.0209 -0.329
H -4.671 -2.840 4.613 -0.1301 0.3213 -0.0353 0.549
H -2.908 -3.631 6.268 -0.4635 0.0853 -0.4587 0.594
H -3.618 -4.824 5.201 0.1872 0.4313 -0.5168 0.312
H -0.018 -5.246 5.465 -0.2369 0.7636 0.3372 -0.152
C -4.621 -1.537 -2.239 -0.6378 -0.2481 -2.2497 0.051
O -5.675 -0.720 -1.619 0.2165 -1.2762 0.4321 -0.397
O -3.580 -0.794 -2.630 -0.7666 -1.0113 0.8097 -0.562
C -4.333 -2.815 -1.383 -1.0346 0.8841 1.0844 0.096
F -3.158 -3.372 -1.584 1.4492 -0.3438 -0.6089 0.020
F -4.419 -2.509 -0.105 0.4246 0.4459 1.9691 0.096
F -5.227 -3.838 -1.504 -0.1141 0.1192 -0.9132 -0.366
C -6.926 -1.412 -1.583 -1.6138 0.2289 -1.1577 -0.121
C -8.124 -0.556 -1.121 1.5737 -0.4832 0.9580 -1.200
H -8.172 0.352 -1.698 -0.4418 0.2023 -0.3941 0.346
H -9.009 -1.218 -1.180 0.3157 0.7641 0.0750 0.384
H -7.894 -0.254 -0.086 -0.6635 -0.1129 -0.1429 0.200
H -6.989 -2.340 -0.983 0.7177 0.3647 -0.2550 0.125
H -7.211 -1.643 -2.634 0.4940 -0.4632 0.3930 0.327
H -5.186 -2.135 -3.061 0.4152 1.1317 -0.1094 -0.042
C -0.629 2.195 4.271 4.4307 -0.4866 -1.5717 0.987
O -0.498 3.594 3.908 -0.3534 0.5848 -1.2580 -0.637
O -0.165 2.004 5.456 -1.4516 -0.4750 -0.8727 -0.906
C -1.957 1.649 3.769 0.8197 -0.3766 -1.2786 0.227
F -2.238 0.434 4.200 -0.0261 -1.0060 0.8447 -0.311
F -2.951 2.415 4.023 -2.5583 1.9007 1.3161 -0.320
F -2.021 1.525 2.397 0.7186 0.0960 -0.3220 0.187
C 0.048 3.984 2.631 -0.1878 -1.1406 0.4261 1.741
C 0.365 5.454 2.689 0.0498 0.4106 -0.2558 -1.508
H -0.507 6.078 2.850 -0.3019 -0.0756 0.1626 0.353
H 1.049 5.642 3.514 0.0966 0.0683 0.1110 0.373
H 0.810 5.832 1.757 0.0434 -0.3059 0.0984 0.098
H -0.579 3.701 1.759 -0.1080 0.2889 0.5159 -0.265
H 0.981 3.405 2.461 -0.0772 0.0610 0.1331 -0.168
H 0.126 1.615 3.239 -0.8814 0.6244 1.8053 -0.723
C 0.714 -2.029 -0.506 -0.8375 0.8963 0.4211 2.521
O 0.681 -0.664 -1.022 0.3412 0.1668 0.3124 1.651
O 1.938 -2.501 -0.447 -0.4795 -0.0925 -0.2342 -1.167
C -0.069 -2.009 0.884 0.4160 0.1047 0.1710 -1.988
F 0.092 -0.880 1.545 0.5652 1.2237 0.6322 0.401
F -1.412 -2.173 0.837 0.0555 -0.6815 -0.4805 0.208
F 0.391 -2.979 1.691 0.1210 -0.6524 0.2019 0.129
C -0.658 -0.160 -1.186 0.0291 -0.7512 0.0941 1.115
C -0.624 1.350 -1.328 -0.1351 -0.6916 -1.1367 0.335
H -1.566 1.731 -1.766 0.3716 -0.1661 0.4278 -0.334
H -0.448 1.805 -0.373 0.0858 0.4231 0.4003 -0.589
H 0.188 1.607 -2.035 -0.1905 0.1305 0.2952 0.183
H -1.234 -0.485 -0.315 -0.2473 0.6610 -0.3900 -0.433
H -1.101 -0.698 -2.036 -0.1964 0.3981 -0.0838 -0.946
H -0.094 -2.518 -1.081 0.3237 -0.8254 -0.8325 -1.648
```
Forces are in eV/Å.

Summary:
- Electronic energy: -5787.2416 hartree
- E_LUMO: -6.4 eV
- Kohn-Sham gap: 4.83 eV
- Multiplicity: 1
- Charge: +3